(1)
118
Properties=species:S:1:pos:R:3:forces:R:3:mulliken_charge:R:1 method="wB97M-V/def2-TZVPD" gap_ev=9.73 smiles=NCCCC[SiH3].c1ccncc1.c1ccncc1.c1ccncc1.c1ccncc1.c1ccncc1.c1ccncc1.c1ccncc1.c1ccncc1.c1ccncc1 homo_energy_ev=-8.986 charge=0 lumo_energy_ev=0.74
N -2.643 -5.586 2.888 -0.014 0.012 -0.117 -0.745
C -3.236 -4.929 1.718 -0.027 -0.035 -0.038 -0.247
C -2.340 -5.062 0.480 -0.112 0.142 0.116 -0.291
C -3.140 -5.254 -0.808 0.037 -0.102 0.112 -0.524
C -2.307 -5.001 -2.078 -0.172 -0.208 0.033 -0.874
Si -2.446 -3.264 -2.788 0.099 -0.046 -0.306 0.528
H -2.624 -6.587 2.734 0.083 -0.061 -0.011 0.231
H -3.235 -5.444 3.696 -0.003 0.086 0.082 0.268
H -3.375 -3.876 1.964 -0.072 -0.012 -0.005 0.214
H -4.237 -5.318 1.479 0.044 -0.015 -0.005 0.215
H -1.657 -5.903 0.632 0.025 0.029 -0.113 0.325
H -1.719 -4.166 0.382 0.083 -0.054 0.055 0.043
H -3.539 -6.275 -0.821 0.000 0.067 0.027 0.296
H -4.012 -4.593 -0.775 0.003 0.002 -0.075 0.260
H -2.634 -5.682 -2.871 0.024 0.061 0.021 0.390
H -1.258 -5.254 -1.889 -0.033 0.036 -0.024 0.423
H -3.548 -2.512 -2.142 0.056 0.013 0.106 -0.201
H -2.785 -3.359 -4.230 -0.015 0.021 0.021 -0.184
H -1.178 -2.513 -2.708 -0.046 0.082 0.114 -0.153
C 2.247 -0.092 -0.044 -0.064 -0.115 -0.083 -0.039
C 1.839 -1.412 -0.176 0.007 0.013 0.015 -1.209
C 1.362 -1.842 -1.406 0.008 0.002 -0.026 -0.113
N 1.262 -1.052 -2.474 -0.006 0.053 0.091 -0.371
C 1.649 0.214 -2.328 0.039 0.036 -0.083 -0.440
C 2.154 0.740 -1.149 -0.005 0.055 0.067 -0.414
H 2.649 0.283 0.886 0.070 -0.020 0.012 0.790
H 1.901 -2.104 0.654 -0.012 -0.007 0.002 0.409
H 1.050 -2.871 -1.550 -0.005 -0.001 0.048 0.607
H 1.561 0.841 -3.210 -0.007 0.016 0.016 0.457
H 2.466 1.777 -1.096 -0.012 0.009 -0.009 0.447
C 2.421 6.099 -3.790 -0.002 -0.006 0.014 -0.274
C 1.766 6.285 -2.584 0.028 0.006 -0.039 -0.393
C 1.947 5.342 -1.584 0.005 0.004 0.143 0.009
N 2.713 4.263 -1.720 0.022 -0.116 -0.001 -0.232
C 3.338 4.095 -2.883 -0.024 0.011 -0.041 -0.229
C 3.227 4.981 -3.944 -0.009 -0.005 -0.002 -0.574
H 2.308 6.812 -4.596 0.000 0.000 -0.006 0.365
H 1.132 7.143 -2.407 0.002 -0.001 0.023 0.390
H 1.465 5.467 -0.622 -0.045 0.056 -0.055 0.105
H 3.954 3.206 -2.969 0.013 0.009 -0.007 0.421
H 3.759 4.794 -4.867 0.005 -0.004 0.000 0.373
C 6.967 1.828 3.228 -0.009 -0.006 -0.004 -0.191
C 5.762 2.486 3.420 0.013 0.002 -0.003 -0.583
C 4.730 2.246 2.526 0.011 0.020 -0.003 -0.145
N 4.835 1.419 1.488 -0.059 0.026 0.035 -0.156
C 5.998 0.796 1.316 0.000 -0.017 -0.034 -0.306
C 7.091 0.962 2.153 -0.010 0.012 0.046 -0.514
H 7.796 1.989 3.905 0.000 -0.001 0.006 0.369
H 5.621 3.171 4.245 -0.007 0.001 0.002 0.379
H 3.773 2.744 2.644 0.006 0.003 0.014 0.316
H 6.058 0.131 0.460 0.012 -0.009 0.012 0.417
H 8.013 0.437 1.951 0.005 0.012 -0.047 0.416
C -7.696 -2.256 -0.127 0.022 -0.003 0.005 -0.405
C -6.509 -1.543 -0.071 -0.018 -0.015 -0.011 -0.510
C -5.647 -1.780 0.989 0.046 -0.011 -0.021 -0.193
N -5.895 -2.656 1.959 0.015 -0.020 0.032 -0.456
C -7.037 -3.336 1.888 -0.022 0.011 -0.002 -0.240
C -7.970 -3.176 0.873 -0.017 -0.023 -0.020 -0.157
H -8.395 -2.101 -0.939 -0.004 0.002 -0.003 0.395
H -6.250 -0.820 -0.833 0.011 0.000 0.002 0.406
H -4.703 -1.250 1.059 0.005 0.046 -0.015 0.416
H -7.214 -4.049 2.687 -0.019 0.007 0.003 0.344
H -8.883 -3.759 0.876 0.001 0.001 0.022 0.435
C -1.568 7.891 2.635 0.055 0.034 -0.061 -0.385
C -0.734 6.787 2.717 -0.061 -0.021 0.124 -0.348
C 0.275 6.658 1.778 0.071 -0.095 -0.019 -0.001
N 0.486 7.523 0.792 0.072 0.100 -0.141 -0.376
C -0.315 8.583 0.725 -0.098 -0.041 0.078 -0.309
C -1.350 8.812 1.621 -0.013 -0.025 -0.010 -0.357
H -2.371 8.030 3.346 0.000 0.006 0.004 0.380
H -0.857 6.036 3.487 -0.033 -0.011 -0.013 0.359
H 0.951 5.809 1.814 -0.017 -0.011 0.002 0.344
H -0.126 9.276 -0.088 -0.001 0.017 0.016 0.352
H -1.974 9.690 1.518 0.002 0.006 -0.003 0.363
C 3.796 -1.608 -7.065 0.003 -0.007 0.002 -0.398
C 3.081 -1.466 -5.887 -0.017 0.025 -0.011 -0.362
C 3.231 -2.426 -4.895 0.016 0.021 -0.044 -0.151
N 4.031 -3.484 -5.018 -0.014 -0.012 0.062 -0.514
C 4.712 -3.609 -6.154 0.011 0.000 -0.023 -0.228
C 4.632 -2.704 -7.203 -0.004 0.002 0.005 -0.309
H 3.702 -0.880 -7.861 0.000 0.002 -0.001 0.369
H 2.410 -0.632 -5.731 -0.006 -0.006 0.015 0.370
H 2.677 -2.324 -3.970 0.023 -0.064 -0.031 0.478
H 5.355 -4.479 -6.230 0.003 0.006 -0.011 0.365
H 5.211 -2.860 -8.103 0.004 -0.009 0.001 0.356
C -12.869 -5.721 3.654 0.005 0.002 -0.006 -0.148
C -13.189 -4.933 2.560 -0.002 -0.004 0.005 -0.500
C -12.176 -4.583 1.679 -0.012 0.003 -0.002 -0.141
N -10.909 -4.962 1.828 0.032 0.015 -0.025 -0.363
C -10.616 -5.717 2.883 0.008 -0.007 0.006 -0.119
C -11.554 -6.123 3.820 -0.007 -0.001 0.002 -0.532
H -13.631 -6.016 4.363 -0.002 -0.001 0.002 0.367
H -14.201 -4.595 2.388 -0.001 0.003 -0.007 0.349
H -12.391 -3.968 0.812 -0.012 0.003 0.006 0.355
H -9.577 -6.014 2.982 -0.004 -0.009 0.009 0.356
H -11.256 -6.739 4.658 0.008 0.000 0.001 0.349
C 11.819 3.131 -0.379 -0.005 -0.006 0.004 -0.151
C 11.644 2.786 0.951 0.001 0.008 -0.007 -0.554
C 10.720 1.800 1.261 0.002 0.010 0.008 -0.037
N 9.989 1.163 0.350 0.003 -0.036 0.020 -0.375
C 10.165 1.504 -0.923 -0.010 -0.002 -0.015 -0.230
C 11.063 2.477 -1.338 0.004 0.004 0.002 -0.420
H 12.530 3.896 -0.663 0.002 0.003 -0.001 0.365
H 12.210 3.270 1.736 0.000 -0.004 0.007 0.347
H 10.558 1.506 2.293 0.011 0.009 0.001 0.360
H 9.556 0.973 -1.646 0.009 0.005 -0.010 0.359
H 11.164 2.712 -2.389 -0.006 -0.002 -0.005 0.349
C -0.981 1.079 1.957 -0.004 0.002 -0.005 -0.244
C 0.049 2.005 2.000 -0.014 0.007 0.024 -0.213
C -0.024 3.020 2.943 0.071 0.051 -0.030 -0.469
N -1.027 3.166 3.804 -0.005 0.058 0.022 -0.489
C -2.010 2.271 3.748 -0.011 -0.015 -0.001 -0.455
C -2.031 1.214 2.851 0.006 -0.005 -0.014 -0.315
H -0.962 0.269 1.238 0.012 -0.006 -0.010 0.555
H 0.888 1.945 1.319 -0.021 0.023 0.017 0.226
H 0.766 3.761 3.012 0.027 -0.027 -0.021 0.551
H -2.818 2.405 4.459 -0.006 -0.010 -0.008 0.342
H -2.857 0.517 2.859 -0.020 -0.035 -0.006 0.433

---

(2)
118
Properties=species:S:1:pos:R:3:forces:R:3:mulliken_charge:R:1 method="wB97M-V/def2-TZVPD" e_above_lowest_kcal_mol=0.00 s_squared=2.0045 gap_ev="6.89 / 6.86" multiplicity=3 homo_energy_ev="-2.798 / -2.771" charge=-2 lumo_energy_ev="4.09 / 4.09"
Ni -9.078 -16.919 15.082 -0.061 0.147 -0.214 0.176
C -9.491 -14.205 12.897 -0.689 0.676 1.147 -0.407
O -9.174 -15.504 13.426 0.212 -0.063 -0.529 0.032
C -8.436 -16.342 12.589 0.120 0.319 0.392 0.592
C -7.033 -16.235 12.664 0.147 0.066 -0.330 0.220
C -6.150 -15.274 13.449 -0.731 1.212 -0.022 -1.660
C -6.725 -14.240 14.383 -0.008 0.316 -0.141 0.637
C -6.635 -12.888 14.070 -0.111 0.019 -0.234 -0.300
C -7.185 -11.867 14.834 0.575 -0.204 -0.013 0.148
C -7.757 -12.308 16.019 -0.444 1.318 0.001 -0.832
C -7.864 -13.621 16.399 0.360 -0.518 -0.280 0.915
C -8.615 -13.894 17.662 -0.349 -0.976 -0.161 -1.928
C -10.110 -13.902 17.384 1.064 1.913 0.805 0.305
C -10.773 -12.702 17.554 -1.179 -0.846 -0.309 -0.637
C -12.154 -12.603 17.259 1.090 0.859 -0.150 0.458
C -12.799 -13.719 16.767 0.382 -1.016 0.110 -0.299
C -12.102 -14.950 16.571 -1.286 1.458 0.239 0.159
C -12.732 -16.144 15.970 -1.490 0.033 0.113 -1.786
C -12.635 -16.074 14.482 0.358 -0.538 0.273 0.494
C -13.442 -15.202 13.816 -0.770 0.855 -1.351 -0.563
C -13.349 -14.976 12.428 0.265 0.058 0.338 0.101
C -12.400 -15.752 11.762 -0.321 0.483 -0.838 -0.050
C -11.587 -16.642 12.436 0.826 -0.719 -0.302 0.463
C -10.614 -17.512 11.697 0.685 0.012 -0.052 -1.570
C -9.095 -17.338 11.846 0.225 0.645 0.481 -0.110
C -8.252 -18.239 11.218 0.076 -0.741 -0.241 -0.538
C -6.864 -18.207 11.294 -0.169 -0.426 0.011 0.002
C -6.274 -17.160 11.974 -0.013 -0.209 -0.283 -0.691
C -6.010 -19.400 10.832 -0.169 0.660 -0.435 2.277
C -5.163 -18.990 9.618 -0.103 -0.852 -1.186 -1.726
C -6.902 -20.618 10.516 -0.026 0.662 0.452 -2.212
C -5.080 -19.760 11.988 -0.774 -0.363 0.478 -1.564
C -11.634 -16.836 13.821 -1.079 0.549 0.105 0.535
O -10.854 -17.682 14.445 0.613 0.216 0.033 -1.209
C -14.127 -13.848 11.739 0.610 0.972 0.445 2.428
C -15.564 -14.223 11.528 -0.981 -0.573 -0.631 -1.955
C -14.071 -12.548 12.607 0.390 -1.185 -0.888 -2.169
C -13.485 -13.467 10.408 -0.886 0.587 0.503 -2.134
C -10.786 -14.968 16.874 0.884 -0.379 -0.004 -0.553
O -10.040 -16.109 16.682 -0.188 -0.793 0.914 0.522
C -10.066 -16.975 17.836 0.901 -1.094 -1.272 -1.289
C -12.864 -11.248 17.446 0.127 -0.833 0.391 2.403
C -11.871 -10.078 17.327 0.628 -0.627 -0.062 -1.594
C -13.963 -11.035 16.409 1.092 -0.108 -0.100 -1.999
C -13.522 -11.313 18.843 0.347 -0.681 0.950 -1.815
C -7.355 -14.655 15.567 -0.230 0.510 -0.141 0.593
O -7.480 -15.928 15.819 -0.197 -0.831 0.145 -1.338
C -7.035 -10.378 14.478 -0.460 0.102 -0.806 2.307
C -6.678 -10.156 12.980 -0.492 -0.526 0.001 -2.038
C -8.342 -9.629 14.763 -0.673 -0.702 0.117 -1.890
C -5.926 -9.796 15.344 0.784 -0.602 -0.324 -1.857
H -10.352 -14.274 12.214 0.622 -0.011 -0.048 -0.186
H -9.836 -13.644 13.786 0.160 -0.057 -0.467 0.177
H -8.599 -13.681 12.518 -0.418 -0.463 -0.141 0.340
H -5.494 -15.896 14.001 0.605 -0.806 0.837 0.593
H -5.477 -14.740 12.769 -0.273 -0.069 -0.338 0.565
H -6.169 -12.624 13.141 0.294 0.038 -0.473 0.375
H -8.234 -11.566 16.666 0.198 -0.129 -0.037 0.004
H -8.291 -14.851 18.060 0.046 -0.193 0.088 0.555
H -8.383 -13.129 18.394 -0.085 0.161 0.159 0.720
H -10.180 -11.875 17.877 0.001 0.338 0.201 0.162
H -13.858 -13.661 16.544 0.021 -0.121 -0.108 0.408
H -12.261 -17.061 16.237 0.446 -0.621 0.547 0.413
H -13.779 -16.169 16.341 0.361 -0.142 -0.480 0.670
H -14.186 -14.636 14.382 0.222 -0.133 -0.042 0.320
H -12.266 -15.639 10.659 -0.028 -0.169 1.062 0.089
H -10.851 -18.542 11.923 0.151 -0.480 0.442 0.515
H -10.794 -17.471 10.640 -0.217 0.387 -0.782 0.619
H -8.688 -19.099 10.723 -0.257 0.175 -0.038 0.557
H -5.188 -17.085 12.039 -0.237 -0.042 0.042 0.490
H -5.852 -18.717 8.773 0.774 -0.134 0.620 0.335
H -4.445 -18.181 9.791 -0.406 0.148 0.223 0.304
H -4.520 -19.851 9.285 -0.646 0.512 0.180 0.405
H -7.537 -20.551 9.623 -0.002 0.391 0.318 0.321
H -6.298 -21.476 10.360 0.812 -0.853 -0.139 0.470
H -7.477 -20.819 11.425 -0.273 -0.162 -0.324 0.555
H -4.289 -19.021 12.099 -0.072 0.015 0.316 0.404
H -5.676 -19.914 12.911 0.483 0.440 -0.292 0.175
H -4.635 -20.719 11.804 0.513 -0.578 -0.281 0.485
H -16.026 -14.526 12.458 -0.087 -0.268 0.362 0.338
H -16.202 -13.390 11.161 0.553 -0.354 -0.130 0.415
H -15.607 -15.090 10.828 -0.241 0.557 0.348 0.370
H -14.477 -12.779 13.557 -0.616 0.128 1.095 0.405
H -13.056 -12.216 12.752 0.443 0.214 0.016 0.552
H -14.628 -11.766 12.118 -0.296 0.368 -0.088 0.554
H -13.501 -14.302 9.727 -0.007 -0.115 -0.556 0.360
H -14.045 -12.587 10.015 0.478 -0.669 -0.049 0.437
H -12.480 -13.171 10.644 0.647 0.236 -0.353 0.440
H -9.246 -17.707 17.617 -0.918 0.406 0.460 0.222
H -9.818 -16.438 18.741 -0.181 0.327 0.211 0.344
H -11.049 -17.468 17.862 0.366 0.083 0.327 0.222
H -11.435 -10.002 16.311 -0.493 -0.046 0.278 0.241
H -12.362 -9.140 17.584 0.027 0.088 0.038 0.502
H -11.013 -10.258 17.990 -0.411 0.500 0.069 0.345
H -13.592 -11.305 15.424 0.031 0.123 -0.217 0.311
H -14.837 -11.617 16.622 -0.677 -0.126 0.146 0.386
H -14.128 -9.973 16.429 -0.762 0.456 -0.241 0.554
H -12.795 -11.522 19.677 -0.312 0.407 -0.863 0.294
H -14.040 -10.379 19.086 -0.123 -0.126 -0.046 0.413
H -14.220 -12.188 18.918 0.291 0.848 -0.304 0.336
H -7.372 -10.705 12.311 0.290 0.295 0.394 0.381
H -6.761 -9.100 12.713 -0.031 0.007 0.169 0.413
H -5.657 -10.467 12.745 0.024 -0.094 0.075 0.364
H -9.226 -10.112 14.288 0.590 0.499 -0.076 0.227
H -8.578 -9.650 15.834 0.169 0.162 -0.004 0.279
H -8.248 -8.589 14.451 -0.164 0.041 -0.062 0.643
H -5.012 -10.406 15.135 -0.482 0.503 0.601 0.328
H -5.680 -8.747 15.167 -0.227 0.061 -0.293 0.448
H -6.265 -9.878 16.369 0.382 -0.165 0.461 0.346
O -10.578 -9.659 11.380 -1.053 0.470 1.570 -0.691
C -11.220 -9.282 12.421 1.215 -1.294 -0.705 -0.428
O -11.488 -9.936 13.471 0.039 0.650 -0.911 -0.168
H -11.526 -8.209 12.390 -0.248 0.105 0.150 0.353
N -8.422 -18.743 15.606 -0.138 0.280 0.314 -0.170
C -7.819 -19.728 15.506 0.183 0.061 -0.512 0.593
N -7.064 -20.764 15.372 0.342 0.261 0.864 -0.773
C -7.418 -21.707 14.549 -0.821 -1.535 -2.058 0.596
N -7.694 -22.527 13.751 0.544 0.972 1.325 -0.676